[1]
Entry from the Open Molecules 2025 dataset: C11H11N6PtS5Sb as an isolated structure (ωB97M-V/def2-TZVPD).

```
! RIJCOSX wB97M-V def2-TZVPD def2/J DEFGRID3
* xyz -1 2
Pt 0.06970 0.44897 -0.26509
S -0.57535 -1.30279 -4.54257
Sb -1.53253 -1.70318 -2.48871
S 0.50288 -1.68741 -1.01567
S -1.83754 0.58516 -1.61092
C 1.26986 2.83596 5.07266
C 2.53801 2.63847 4.23679
C 2.37373 1.51389 3.26245
N 1.52713 1.52131 2.30510
N 1.52144 0.40119 1.53339
C 2.40754 -0.49319 1.91044
N 2.66540 -1.62423 1.25883
S 3.31877 0.02866 3.31866
H 1.35172 3.71759 5.70929
H 1.08306 1.97016 5.70881
H 0.41730 2.95881 4.40583
H 3.39879 2.43759 4.87442
H 2.73758 3.54670 3.66489
H 2.03059 -1.84156 0.49378
H 3.06995 -2.42134 1.72195
S -0.69218 -3.08393 1.13341
C 0.68901 -3.89511 1.50952
N 1.68450 -4.42305 1.80737
N 1.91107 6.52922 -0.98938
C 1.22806 5.72199 -0.54009
C 0.37993 4.73809 0.03805
C -0.59287 5.08545 0.98342
C -1.35963 4.08275 1.53638
C -1.11848 2.76749 1.18173
N -0.20649 2.44194 0.26028
C 0.50351 3.39571 -0.31939
H -0.72592 6.12327 1.25670
H -2.12699 4.30791 2.26371
H -1.65431 1.94368 1.62895
H 1.19718 3.09782 -1.09454
*
```

Computed properties:
HOMO-LUMO gap (alpha / beta): 5.38 / 5.35 eV
largest force on an atom: 0.01960 hartree/bohr
ΔE to the lowest compared entry with this formula, charge and spin: 20.0 kcal/mol
⟨S²⟩: 0.756

[2]
Entry from the Open Molecules 2025 dataset: one molecule with the formula C11H11NO2 (ωB97M-V/def2-TZVPD).

```
! RIJCOSX wB97M-V def2-TZVPD def2/J DEFGRID3
* xyz 0 1
C 1.56205 -0.63793 -2.98291
N 0.91487 -0.90077 -1.71932
C -0.18576 -1.72208 -1.59872
O -0.71405 -2.29126 -2.51640
C -0.56954 -1.76330 -0.13624
C 0.40894 -0.81942 0.57143
C -0.27971 0.37530 1.18651
C -0.80524 1.37283 0.37385
C -1.45420 2.45977 0.93037
C -1.59765 2.55521 2.30399
C -1.08417 1.56145 3.11838
C -0.42288 0.47940 2.56300
C 1.36132 -0.36829 -0.52801
O 2.33088 0.33260 -0.41991
H 1.46863 0.41808 -3.23940
H 1.07256 -1.24996 -3.73889
H 2.61968 -0.89114 -2.91612
H -1.60734 -1.44591 -0.02531
H -0.50026 -2.79072 0.22230
H 0.98629 -1.33279 1.34414
H -0.70013 1.30442 -0.69991
H -1.84869 3.23381 0.28909
H -2.10868 3.40206 2.73687
H -1.19513 1.62817 4.19052
H -0.01938 -0.29134 3.20363
*
```

Computed properties:
HOMO-LUMO gap: 10.22 eV
largest force on an atom: 0.00670 hartree/bohr
ΔE to the lowest compared entry with this formula, charge and spin: 0.0 kcal/mol

[3]
Entry from the Open Molecules 2025 dataset: C11H11NO2Zn as an isolated structure (ωB97M-V/def2-TZVPD).

```
! RIJCOSX wB97M-V def2-TZVPD def2/J DEFGRID3
* xyz 0 1
Zn -0.04896 -1.19380 -1.24768
C 0.80120 0.18499 -5.45498
H 0.71624 0.20951 -4.33963
H 0.97067 -0.83999 -5.75805
H 1.59994 0.80883 -5.90740
H -0.15790 0.48907 -5.78003
H -1.55789 -0.63270 -1.11115
O 3.02484 -2.92681 0.16010
C 2.15970 -2.10271 -0.12341
O 1.78247 -1.84041 -1.35723
C 1.36115 -1.30263 0.93585
C 1.42003 -1.44542 2.32774
C 0.55551 -0.65367 3.10805
C -0.35506 0.27918 2.51210
C -1.36364 1.10923 3.11543
C -2.22564 1.96332 2.38291
C -2.11853 2.01294 1.00285
C -1.17044 1.23254 0.37507
C -0.30287 0.38352 1.09335
N 0.50662 -0.43392 0.37686
H 2.13393 -2.16972 2.72017
H 0.58962 -0.76937 4.18645
H -1.47503 1.08814 4.19377
H -2.97153 2.59343 2.87183
H -2.75253 2.64770 0.41544
H -1.12190 1.30876 -0.69843
*
```

Computed properties:
HOMO-LUMO gap: 8.20 eV
largest force on an atom: 0.05690 hartree/bohr
ΔE to the lowest compared entry with this formula, charge and spin: 0.0 kcal/mol

[4]
Entry from the Open Molecules 2025 dataset: C11H12AsN7OReS8 as an isolated structure (ωB97M-V/def2-TZVPD).

```
! RIJCOSX wB97M-V def2-TZVPD def2/J DEFGRID3
* xyz 1 1
Re -1.37371 1.05884 -0.01769
O 3.70734 0.83476 4.66195
C 2.80111 1.22968 4.01437
S 1.57369 2.40545 4.62582
C 0.69535 2.43522 3.14626
C 1.05570 1.61469 2.14287
S 0.26603 2.38317 0.75403
S 2.46234 0.62100 2.33063
S -0.40441 3.59648 2.43764
S 0.00946 3.38081 -4.14978
As 0.19138 4.90533 -2.55938
S -1.47735 4.32820 -1.11078
S -1.97555 2.37027 -1.65326
S 1.45354 3.08903 -2.63499
N -1.63283 2.58582 5.51252
C -2.27605 1.97528 4.77746
N -3.03044 1.26857 3.93032
C -2.70035 1.14388 2.74595
N -2.40929 0.97308 1.60420
C 0.77907 -0.38110 -1.75272
N 1.28215 -1.62037 -2.27092
C 1.70418 -2.47994 -1.16129
N 0.57731 -2.78211 -0.27212
C 0.06675 -1.55621 0.27157
N -0.40439 -0.61786 -0.83145
C -1.44845 -1.37174 -1.64004
N -0.92477 -2.60441 -2.15882
C 0.22376 -2.30332 -3.02092
C -0.47478 -3.44777 -1.04675
H 0.44088 0.26992 -2.56026
H 1.54270 0.13725 -1.16906
H 2.48992 -1.98062 -0.59233
H 2.10020 -3.41207 -1.56126
H 0.84474 -1.03799 0.83256
H -0.78491 -1.75674 0.92694
H -1.76165 -0.72307 -2.46041
H -2.29870 -1.57022 -0.97729
H -0.10176 -1.67193 -3.84879
H 0.61705 -3.23513 -3.42432
H -0.08556 -4.38295 -1.44628
H -1.31972 -3.67117 -0.39417
*
```

Computed properties:
HOMO-LUMO gap: 7.09 eV
largest force on an atom: 0.00652 hartree/bohr
ΔE to the lowest compared entry with this formula, charge and spin: 0.0 kcal/mol

[5]
Entry from the Open Molecules 2025 dataset: one molecule with the formula C11H12BrClO (ωB97M-V/def2-TZVPD).

```
! RIJCOSX wB97M-V def2-TZVPD def2/J DEFGRID3
* xyz 0 1
Cl -4.50646 1.80915 0.71780
C -3.62294 0.61930 -0.21144
Br -4.57301 -1.04852 -0.31072
O -2.39407 0.38614 0.33357
C -1.21570 0.14062 -0.45502
C -0.41244 1.46252 -0.78144
C 0.41216 1.93870 0.38857
C 1.50831 0.91645 0.70810
C 0.99453 -0.49151 0.70286
C 1.81410 -1.54205 1.16047
C 1.38774 -2.85922 1.12557
C 0.12187 -3.16356 0.70182
C -0.77416 -2.17847 0.30720
C -0.25086 -0.83446 0.16862
H -3.39921 0.93481 -1.23841
H -1.52044 -0.27385 -1.44759
H -1.18213 2.19204 -0.79752
H 0.12102 1.52706 -1.72879
H -0.31756 1.94060 1.30678
H 0.82159 2.92735 0.32284
H 2.15616 1.07257 1.59378
H 2.22009 1.02428 -0.14591
H 2.86183 -1.28966 1.26112
H 2.17791 -3.74278 1.20635
H -0.23352 -4.17980 0.63305
H -1.81047 -2.43122 0.12847
*
```

Computed properties:
HOMO-LUMO gap: 9.85 eV
largest force on an atom: 0.07173 hartree/bohr
ΔE to the lowest compared entry with this formula, charge and spin: 0.0 kcal/mol

[6]
Entry from the Open Molecules 2025 dataset: C11H12CaN2P as an isolated structure (ωB97M-V/def2-TZVPD).

```
! RIJCOSX wB97M-V def2-TZVPD def2/J DEFGRID3
* xyz -1 1
C 0.42066 0.70826 -2.05015
C 0.10657 -0.11822 -3.08414
C -0.25447 -1.49639 -3.10967
C -0.33235 -2.44615 -2.04486
C -0.13854 -2.30138 -0.71444
Ca -0.37714 -0.09714 -0.02046
P 0.21746 2.82503 0.20767
H 0.79200 1.70695 -2.34315
H 0.14576 0.33273 -4.09460
H -0.43965 -1.88985 -4.12175
H -0.12158 -3.24120 -0.13585
H -0.58219 -3.45655 -2.42264
H -0.89716 3.33185 0.95617
H 0.43460 4.00199 -0.55141
H 1.21858 3.11035 1.18537
N 0.06955 -0.47616 7.82297
C 0.02983 -0.34000 6.65527
C -0.02121 -0.17013 5.22164
C 0.01298 -1.27889 4.37002
C -0.05619 -1.07064 2.99090
N -0.17619 0.17168 2.46660
C -0.22100 1.23873 3.28638
C -0.11690 1.10890 4.66824
H 0.08673 -2.29186 4.77766
H -0.02300 -1.91016 2.28440
H -0.32862 2.22568 2.83419
H -0.11721 2.00076 5.29605
*
```

Computed properties:
HOMO-LUMO gap (alpha / beta): 5.95 / 4.45 eV
largest force on an atom: 0.05845 hartree/bohr
ΔE to the lowest compared entry with this formula, charge and spin: 0.0 kcal/mol